(1)
Below is a structure of composition C23H52CoOP4, with properties calculated with the ωB97M-V functional and the def2-TZVPD basis.

```
81
C23H52CoOP4 (the ωB97M-V functional and the def2-TZVPD basis)
C -1.60 1.49 1.59
Co -0.46 -0.05 -1.43
H -2.42 -2.38 3.65
H -1.88 4.55 1.16
H -2.16 3.18 -0.96
H 5.60 -0.74 -1.35
C -1.72 -2.59 2.84
H -0.13 2.69 -4.65
H -0.39 -4.24 5.38
H -1.81 -1.77 2.12
H 1.93 2.42 -3.73
H 0.02 -2.27 5.79
H -0.30 1.72 3.33
P -0.53 1.89 0.15
H -1.61 0.39 1.69
H 0.89 -4.89 4.32
H -0.53 3.62 -1.47
H 2.09 4.12 0.10
P -0.08 -2.84 3.50
H -4.59 -1.15 -0.45
C 2.08 3.04 -0.10
H 3.21 -0.76 -2.07
H 2.43 0.79 -4.25
C 2.56 -0.78 0.14
H -1.51 1.56 -4.73
C 5.18 -1.49 0.67
H -3.22 -1.94 0.33
C 4.17 -1.88 1.57
H -2.62 1.79 1.28
H 1.57 1.40 1.23
C -3.56 -1.01 -0.13
C 0.39 -1.98 -0.35
H 2.52 1.24 -2.53
P 0.22 0.75 -3.23
H 0.89 2.96 1.71
H -2.07 -3.50 2.35
H -3.41 0.57 -3.51
C 1.94 1.36 -3.45
H 6.21 -1.63 0.94
C -3.61 0.58 -2.44
H 1.24 -0.67 -1.61
C 0.16 -0.64 -4.43
H -2.14 -2.93 -1.99
H 0.69 0.21 -0.17
H 3.10 2.67 0.07
C -1.16 3.43 -0.59
H -1.14 3.21 2.88
C 3.53 -0.86 -1.00
H -0.44 -2.14 0.41
H 1.00 -2.92 -0.49
H 4.46 -2.22 2.56
H -3.46 1.61 -2.07
H -0.83 -5.09 3.88
C -1.24 2.12 2.93
H 1.04 -0.58 -5.07
C 1.17 -0.77 -0.52
H -0.23 4.97 0.68
O 1.97 -2.73 1.82
H -1.32 2.65 -3.32
C 2.84 -1.81 1.24
H 1.23 -1.33 4.86
H 1.83 2.90 -1.15
H -2.04 1.90 3.65
H -2.20 -2.01 -3.50
C 4.84 -1.11 -0.66
H -0.51 -0.87 4.82
H 2.71 0.20 0.64
C -0.79 2.04 -4.06
C -2.66 -2.13 -2.52
P -2.48 -0.58 -1.55
H -4.65 0.31 -2.26
C -0.10 -4.43 4.34
C 0.20 -1.70 4.87
H -1.59 5.50 -0.30
H -3.71 -2.40 -2.63
C -1.21 4.67 0.30
H 1.22 -2.64 2.39
H 0.16 -1.60 -3.89
H -3.54 -0.23 0.63
C 1.11 2.33 0.84
H -0.75 -0.55 -5.04
```

Results
- HOMO level (alpha / beta): -0.572 / -0.609 hartree
- 2S+1: 5
- Net charge: +3
- Frontier orbital gap (alpha / beta): 5.7 / 4.5 eV
- Calculated total energy: -3729.73173 Ha

(2)
Below is a structure of composition C23H52HfO3P4Se, with properties calculated with the ωB97M-V functional and the def2-TZVPD basis.

```
84
C23H52HfO3P4Se (the ωB97M-V functional and the def2-TZVPD basis)
H -4.99 -4.64 1.41
H 5.61 1.43 1.64
H 2.36 0.81 -2.94
H 1.75 -1.76 -3.43
H 4.81 2.84 0.92
H 2.53 -2.10 2.34
H -5.71 -3.97 -0.89
H 1.20 0.79 4.47
H -1.01 -3.00 -3.96
P -0.19 -1.91 -1.97
C -3.15 3.44 -0.81
H -1.14 0.28 3.46
H 1.12 -4.94 3.02
H -3.40 -3.21 2.68
H -0.22 -3.45 -0.07
C -3.69 -2.94 1.67
H 0.50 -2.85 4.03
C -1.23 -2.04 -3.47
H -1.85 4.80 1.18
H -0.25 -2.31 2.42
H 4.17 -1.55 1.84
H -0.50 -4.28 -1.64
H -3.68 4.18 -0.20
H -2.29 -2.01 -3.20
H 1.00 -0.82 3.76
O 3.25 0.78 0.50
H 1.23 -3.45 -3.14
H 4.24 -3.98 2.38
H 4.33 1.45 -1.16
C 1.29 3.44 -1.64
C -0.28 0.70 2.92
C -4.59 -3.74 0.95
H 2.03 3.14 -0.88
H -1.80 2.14 -3.35
H -1.82 -3.33 -0.85
P 2.18 -0.33 -0.04
P -1.97 2.56 0.29
H 5.02 0.03 -0.31
Hf -0.48 0.26 -0.38
O 2.78 -1.81 0.29
H -4.76 -1.91 -1.93
C -1.16 3.94 1.15
H -2.49 -1.12 1.65
H 1.81 3.88 -2.50
C 1.50 1.27 -3.43
H -1.13 3.76 -3.00
C -3.17 2.00 1.55
H 2.92 -4.29 1.23
H -1.01 -1.22 -4.16
C -0.88 2.74 -3.32
C -3.16 -1.77 1.09
C 3.33 -2.21 1.60
H 4.52 -3.74 0.65
H -3.91 2.81 1.68
H -0.38 1.80 2.98
C -0.74 -3.38 -1.04
H 0.99 0.51 -4.04
C -3.51 -1.45 -0.23
H -3.69 1.09 1.23
H -0.24 4.24 0.63
H -3.87 2.74 -1.25
H -2.67 1.81 2.51
O -0.39 0.30 1.55
H 6.27 2.16 0.18
Se -2.68 0.06 -1.27
H 1.88 0.45 2.87
C 1.03 0.25 3.53
H -0.90 3.65 2.18
H 2.16 -2.56 -1.89
C -4.98 -3.37 -0.34
C 5.34 1.91 0.70
H -2.62 3.96 -1.62
C 4.53 1.00 -0.18
C 1.40 -2.47 -2.67
H -0.45 2.78 -4.33
C -0.20 -3.18 3.25
H 1.84 2.09 -4.08
C 3.77 -3.64 1.45
H -0.28 -4.80 1.74
C -4.45 -2.22 -0.93
H -1.22 -3.23 3.68
H 0.62 4.19 -1.20
P 0.35 1.98 -2.20
C 0.28 -4.39 2.58
```

Results
- HOMO level (alpha / beta): -0.681 / -0.681 hartree
- Net charge: +4
- Frontier orbital gap (alpha / beta): 3.8 / 3.8 eV
- Calculated total energy: -4946.61955 Ha

(3)
Below is a structure of composition C23H52MnP4S, with properties calculated with the ωB97M-V functional and the def2-TZVPD basis.

```
81
C23H52MnP4S (the ωB97M-V functional and the def2-TZVPD basis)
H 1.69 4.22 1.70
H 1.39 2.82 2.73
C -0.34 0.21 -1.85
H 4.07 1.01 -0.37
H 0.93 5.11 -1.10
H 0.19 -3.14 3.20
H -1.23 0.83 -2.00
H 3.60 -2.78 -0.81
C 1.78 4.44 -1.24
H 2.55 4.68 -0.51
C 3.89 0.05 0.12
Mn 0.10 0.07 0.14
H 3.82 -1.05 -2.49
H 2.82 0.42 -2.70
H -3.26 1.48 -1.35
H -5.44 -3.35 -0.42
H -3.44 2.22 1.37
C -3.51 0.49 -0.97
C 0.04 -2.74 2.19
H -1.68 5.16 1.29
C -6.37 -4.91 -2.47
C -0.51 -1.19 -1.43
C 3.34 2.88 1.82
H 4.73 -0.62 -0.07
H 2.18 2.32 -1.49
C -6.48 -5.34 -4.85
C -6.11 -4.02 -5.12
H -6.02 -3.67 -6.15
H 2.11 -1.19 -2.97
S -5.59 -2.47 -1.45
H 0.25 -1.94 -1.71
H 3.58 1.94 2.33
H -4.46 0.81 1.76
C -3.11 -1.53 0.99
C -0.78 -0.33 3.54
H -2.98 1.15 2.72
H 2.74 -1.33 2.48
H -0.98 -2.98 1.86
H 1.85 -3.11 -0.70
H -3.33 -0.25 -1.76
C -5.96 -3.58 -2.73
H 0.53 0.49 -2.44
H -2.78 -2.28 0.26
H 2.18 4.63 -2.24
H -5.56 -2.10 -4.26
P 0.32 -0.93 2.20
H -6.93 -6.80 -3.32
C -3.42 1.18 1.72
H 3.81 2.87 0.83
C -0.68 4.77 1.06
H 0.74 -3.24 1.50
H 1.88 -1.16 4.04
C -5.85 -3.13 -4.07
C 2.67 -2.51 -0.28
H -1.40 3.14 -0.16
C 1.85 3.14 1.78
H -1.28 2.77 1.57
H -1.52 -1.60 -1.32
P -2.48 0.14 0.53
C 1.96 -0.77 3.01
H 3.80 0.21 1.20
P 0.78 2.34 0.47
H -0.41 -0.73 4.50
C 1.36 2.97 -1.16
H -1.82 -0.64 3.41
H -2.76 -1.83 1.98
H -6.47 -5.22 -1.43
H -0.75 0.77 3.59
H -0.07 4.96 1.96
C -6.62 -5.78 -3.53
H 0.53 2.79 -1.86
H -0.29 5.36 0.23
H -4.21 -1.50 0.98
H 2.78 -2.75 0.78
C 2.81 -0.62 -2.36
H -6.66 -6.04 -5.67
H 3.83 3.68 2.40
P 2.37 -0.72 -0.57
H -4.57 0.46 -0.70
C -0.78 3.28 0.73
H 2.25 0.29 3.07
```

Results
- HOMO level (alpha / beta): -0.600 / -0.583 hartree
- 2S+1: 5
- Net charge: +3
- Relative energy (zero: lowest compared OMol25 entry of this formula, charge and spin): 0.0 kcal per mole
- Frontier orbital gap (alpha / beta): 7.2 / 4.4 eV
- Calculated total energy: -3821.19781 Ha

(4)
Below is a structure of composition C23H52NO15V, with properties calculated with the ωB97M-V functional and the def2-TZVPD basis.

```
92
C23H52NO15V (the ωB97M-V functional and the def2-TZVPD basis)
H 27.65 5.75 -18.68
O 28.11 3.76 -17.91
C 24.90 6.01 -15.30
O 23.81 4.33 -20.54
C 20.68 6.06 -13.56
H 22.45 9.70 -9.87
H 17.38 6.78 -12.08
C 18.23 4.87 -12.63
H 19.50 5.41 -16.68
O 23.54 9.16 -15.24
H 24.44 2.66 -10.32
C 20.10 5.48 -15.77
H 22.50 6.85 -20.65
H 23.28 2.51 -13.09
O 23.71 4.25 -12.30
H 19.41 5.02 -10.64
C 24.00 11.46 -15.94
H 23.38 4.82 -21.24
H 21.43 6.79 -13.84
O 30.42 5.38 -16.76
C 26.48 6.85 -11.26
C 27.53 7.75 -11.87
H 21.13 5.07 -13.63
C 23.33 2.85 -12.06
H 22.39 2.89 -11.49
C 24.77 4.85 -16.18
C 28.20 5.17 -17.94
H 23.13 11.49 -16.60
H 27.82 8.59 -11.25
H 20.21 4.12 -11.95
H 23.89 1.11 -10.95
C 22.48 9.87 -10.94
H 23.89 12.29 -15.25
H 25.67 1.22 -12.51
H 29.76 6.66 -18.13
C 24.37 2.05 -11.22
H 28.02 5.61 -16.96
C 18.92 7.54 -14.81
H 23.56 6.38 -18.77
H 25.42 5.61 -20.97
O 25.75 6.92 -15.33
H 16.89 5.97 -14.50
O 24.04 6.22 -14.42
H 18.06 7.54 -15.48
C 19.51 4.92 -11.72
H 27.48 9.26 -13.13
O 23.44 6.99 -20.74
C 29.66 5.59 -17.95
C 24.85 5.20 -20.12
H 24.88 11.79 -16.50
C 23.41 9.01 -11.66
O 27.06 8.40 -13.07
H 25.46 4.70 -19.37
H 27.03 5.94 -11.02
H 25.55 4.64 -16.91
C 17.86 3.36 -12.43
O 25.48 6.59 -12.15
C 20.35 6.18 -12.05
H 18.43 2.79 -13.16
O 25.70 1.91 -11.85
H 19.63 8.24 -15.25
H 19.86 7.06 -11.64
H 30.36 4.43 -16.62
H 17.30 5.51 -10.84
O 24.60 9.38 -11.89
O 23.13 8.08 -12.40
N 18.45 5.10 -14.07
O 25.34 9.82 -14.80
H 22.80 10.91 -11.02
H 18.09 2.94 -11.45
H 21.47 9.77 -11.33
H 24.98 7.20 -19.29
H 24.98 5.83 -11.84
C 24.18 6.54 -19.64
C 19.46 6.10 -14.57
C 24.26 10.15 -15.30
H 20.80 6.17 -16.25
H 30.27 5.17 -18.74
H 28.43 7.25 -12.22
H 21.28 6.16 -11.49
H 18.45 7.86 -13.88
H 16.80 3.16 -12.62
C 17.26 5.71 -11.92
H 24.53 3.93 -15.65
V 24.94 8.03 -13.65
O 17.25 5.14 -14.82
H 27.27 3.40 -17.62
H 23.40 4.59 -13.14
H 23.92 5.09 -16.82
H 26.08 7.28 -10.34
H 20.56 4.49 -15.72
H 16.26 5.51 -12.28
```

Results
- HOMO level (alpha / beta): -0.303 / -0.304 hartree
- 2S+1: 3
- Net charge: 0
- Frontier orbital gap (alpha / beta): 8.5 / 8.6 eV
- Calculated total energy: -3034.82724 Ha

(5)
Below is a cluster of 3 separate species, C23H52NO8P2 in total, with properties calculated with the ωB97M-V functional and the def2-TZVPD basis.

```
86
C23H52NO8P2 (the ωB97M-V functional and the def2-TZVPD basis)
H -1.78 -3.19 -0.71
C -1.70 -2.31 -1.33
H 0.01 -6.58 -4.32
H -6.01 2.82 5.09
H -5.04 5.17 8.19
P 0.67 3.92 1.90
O -4.46 3.99 4.29
O -4.09 6.45 5.02
H 1.27 -4.42 -5.41
H 0.45 0.43 1.97
H 4.05 -2.09 -4.39
C -1.08 -5.10 -3.04
C 0.17 -5.64 -3.81
H 1.46 -5.27 0.54
H 1.21 7.23 0.78
H 3.80 0.14 -3.89
N -0.37 -3.39 -4.38
H -0.32 -4.91 -5.70
H -5.71 6.60 7.35
H -6.45 3.88 3.72
H 2.35 -2.39 -4.64
H -0.04 1.61 3.20
H 5.14 -3.74 -0.91
H -1.97 -5.65 -3.35
H -1.90 -1.69 -3.39
H 2.20 1.16 -2.58
H 4.75 -3.85 -3.30
C -0.37 -1.60 -1.09
H -0.83 4.30 4.73
H 3.25 -4.76 -3.02
H -5.47 2.43 3.45
O 1.06 5.51 1.87
H 1.42 5.37 4.56
H 2.01 -3.03 -2.45
H 4.63 -5.43 -1.18
C -5.78 5.52 7.46
H 0.46 -2.21 -1.46
C 0.02 1.42 2.14
C 3.06 -1.93 -3.95
O -5.59 4.87 6.19
H 3.40 -2.07 -1.80
C 2.85 -0.40 -3.85
H 2.81 5.12 3.48
H -3.04 -2.96 -2.87
H -0.20 6.24 0.38
H -6.77 5.26 7.82
O 1.30 3.68 3.37
H -2.48 -1.63 -0.99
H 2.31 -0.09 -4.75
C -1.72 4.92 4.61
H 1.07 -5.68 -3.20
H 2.59 4.08 4.89
H -1.44 5.96 4.72
H 0.25 -0.78 -3.68
C 1.93 -5.02 -0.41
H 2.16 -5.93 -0.96
H 1.43 5.76 -0.18
H 3.00 -3.19 0.09
C 0.49 -0.02 -2.93
H 0.19 0.94 -3.36
C 4.31 -4.39 -1.21
H -0.97 1.45 1.69
C -2.01 -2.60 -2.81
C 3.03 -2.69 -2.62
H 1.20 -4.42 -0.95
C -1.15 -3.66 -3.40
C 3.90 -3.97 -2.63
C 3.22 -4.23 -0.14
H 0.18 0.45 -0.89
C 0.86 6.22 0.63
C 2.07 4.63 4.11
P -4.14 5.04 5.48
C 2.01 0.09 -2.67
O -2.63 4.55 5.66
H -0.24 -1.54 -0.01
O -0.82 4.01 1.89
H 2.27 -0.35 -1.71
H -0.83 -5.22 -1.99
H -2.14 4.75 3.63
C -0.32 -0.16 -1.64
H -0.28 -2.45 -4.75
C 0.33 -4.57 -4.89
C -5.67 3.25 4.14
H -1.32 0.27 -1.73
H 3.64 -4.64 0.78
O 0.88 2.36 1.48
```

Results
- HOMO level: -0.399 hartree
- Net charge: +1
- Relative energy (zero: lowest compared OMol25 entry of this formula, charge and spin): 0.0 kcal per mole
- Frontier orbital gap: 7.3 eV
- Calculated total energy: -2246.73394 Ha